Here is a 9-piece molecular cluster, C50H50N8O3 overall in a non-equilibrium geometry from the Open Molecules 2025 dataset. Energies are from the ωB97M-V functional and the def2-TZVPD basis.

XYZ file:
```
111
Properties=species:S:1:pos:R:3:forces:R:3
O -0.4114 -0.9442 1.9122 -2.0387 3.0794 -5.9524
C -0.7292 -0.4315 0.7964 -0.0475 -0.4536 0.1516
O -0.8510 0.9797 0.3955 0.1341 -2.0393 1.4160
C -0.6992 1.1343 -1.0602 2.6942 -0.6832 0.2307
C -0.1273 -0.3299 -1.3674 -1.3330 0.9934 0.1639
C -0.1597 -0.9108 -2.8538 0.0707 -1.9189 0.6918
C 0.6870 -2.2940 -2.8126 1.9739 -2.1084 0.1163
C 0.1104 -3.6763 -3.1709 4.6930 0.7499 1.6228
C 1.1101 -4.9040 -3.0104 0.5577 2.4996 0.7352
C 2.5722 -4.7843 -2.5118 -2.0363 3.1226 -0.3692
C 3.1375 -3.3690 -2.1717 -4.1369 -0.1348 -1.1517
C 2.1708 -2.1653 -2.3316 -0.5873 -2.9013 -0.4444
O -1.0204 -1.0889 -0.4673 1.5698 0.0627 2.2588
H -1.5889 1.5340 -1.6458 0.9172 -0.8252 1.1805
H 0.2281 1.8125 -1.1302 -1.7609 -0.5102 -0.2496
H 0.8485 -0.3535 -0.7717 -0.6631 -0.0715 -1.8111
H -1.2299 -1.2181 -3.1633 1.5379 0.7676 0.7677
H 0.2211 -0.1891 -3.6508 -0.2355 -0.8720 1.3328
H -0.9668 -3.8047 -3.5124 1.7321 0.0993 0.5305
H 0.6714 -5.9376 -3.2468 0.9101 1.7202 0.4076
H 3.2587 -5.6982 -2.3797 -1.4395 1.5436 -0.3314
H 4.2053 -3.1929 -1.7820 -1.9268 -0.4054 -0.7336
H 2.5650 -1.1208 -2.0526 -0.6762 -1.8122 -0.5466
C 3.6347 -4.6838 -8.0301 0.1042 -0.2534 -0.0341
C 2.3110 -4.3041 -8.2028 0.0464 0.0169 0.1308
C 1.6832 -3.6319 -7.1651 0.1399 0.1489 0.4191
N 2.2829 -3.3291 -6.0023 -0.2331 -0.0307 -0.6093
C 3.5496 -3.7067 -5.8659 0.0555 0.1664 0.2981
C 4.2725 -4.3808 -6.8362 -0.1267 -0.0670 -0.2156
H 4.1621 -5.2104 -8.8161 -0.0578 0.1032 0.0742
H 1.7795 -4.5250 -9.1203 0.0166 0.0234 0.0440
H 0.6493 -3.3117 -7.2500 0.0118 -0.0358 -0.0515
H 4.0004 -3.4470 -4.9132 0.0732 -0.0637 -0.0242
H 5.3041 -4.6614 -6.6637 -0.0534 0.0349 0.0035
C 1.3470 2.1952 4.0309 -0.0534 -0.0518 0.0465
C 2.0759 3.3089 4.4227 -0.1103 -0.1579 -0.0423
C 2.9233 3.8964 3.4982 0.2831 -0.0054 -0.5439
N 3.0841 3.4485 2.2430 -0.3847 -0.3222 0.3264
C 2.3679 2.3689 1.8902 0.3062 0.4704 0.1074
C 1.4907 1.7104 2.7379 0.0457 0.0704 0.0323
H 0.6726 1.7081 4.7270 0.0288 0.0148 -0.0527
H 1.9878 3.7119 5.4240 0.0352 0.0221 -0.0650
H 3.5115 4.7709 3.7558 -0.1892 -0.1204 0.1253
H 2.5192 2.0283 0.8702 -0.0328 -0.0430 0.0175
H 0.9336 0.8496 2.3900 0.0887 0.1113 0.1400
C -1.2162 -2.1745 4.8955 0.1398 0.1037 -0.0899
C -0.7922 -3.1164 5.8222 -0.1015 0.0648 -0.0325
C -1.7324 -3.6563 6.6850 -0.5583 0.0646 0.0879
N -3.0322 -3.3186 6.6805 0.5246 0.1981 -0.3879
C -3.4161 -2.4030 5.7745 -0.1659 -0.4133 0.4583
C -2.5538 -1.8080 4.8670 0.2016 -0.0900 0.0565
H -0.5109 -1.7299 4.2024 -0.0797 -0.0493 0.0328
H 0.2448 -3.4247 5.8728 -0.0525 -0.0020 0.0080
H -1.4503 -4.3986 7.4250 0.0551 0.0184 -0.0317
H -4.4709 -2.1461 5.7933 0.1620 0.1009 -0.0971
H -2.9187 -1.0765 4.1567 -0.0098 -0.0429 0.0371
C 4.5224 1.4729 -5.9724 -0.0177 0.0089 -0.0566
C 5.0364 2.3468 -5.0249 -0.0476 -0.0978 -0.0862
C 5.1733 1.8947 -3.7223 -0.0937 -0.4476 0.3239
N 4.8339 0.6592 -3.3206 -0.1161 0.2001 -0.6058
C 4.3376 -0.1654 -4.2568 0.2271 0.1650 0.4647
C 4.1651 0.1894 -5.5850 0.0338 0.1548 -0.0993
H 4.4011 1.7893 -7.0029 0.0114 -0.0159 0.0598
H 5.3245 3.3560 -5.2920 -0.0008 -0.0465 0.0437
H 5.5732 2.5394 -2.9463 -0.0132 0.0266 -0.0600
H 4.0699 -1.1560 -3.9044 -0.0195 0.0255 -0.1386
H 3.7612 -0.5193 -6.2978 -0.0023 -0.0249 0.0878
C -9.3244 -1.0744 5.3849 -0.1728 -0.0857 -0.1336
C -8.5543 0.0335 5.0626 0.0236 -0.1477 0.0219
C -7.1755 -0.0922 5.1059 0.3467 -0.3752 0.1310
N -6.5382 -1.2246 5.4457 -0.7888 0.0693 -0.0397
C -7.3071 -2.2807 5.7545 0.4587 0.3341 -0.0706
C -8.6924 -2.2579 5.7378 -0.0131 0.1770 -0.0509
H -10.4061 -1.0161 5.3618 0.1189 0.0147 0.0481
H -9.0145 0.9733 4.7839 0.0398 -0.0355 0.0195
H -6.5302 0.7450 4.8594 -0.0576 0.0120 0.0014
H -6.7663 -3.1819 6.0275 -0.0454 -0.0090 0.0017
H -9.2626 -3.1420 5.9947 0.0504 0.0260 -0.0166
C 5.7122 -0.8162 -11.6934 0.0203 0.0793 -0.0494
C 4.7737 -0.7552 -10.6736 0.1135 -0.0338 -0.0991
C 4.4938 -1.9157 -9.9702 0.1545 -0.5519 0.0409
N 5.0753 -3.0994 -10.2198 0.2097 0.6132 -0.4632
C 5.9783 -3.1313 -11.2128 -0.3494 -0.1226 0.4266
C 6.3302 -2.0268 -11.9717 -0.0650 0.1126 0.0336
H 5.9596 0.0710 -12.2662 -0.0147 -0.0588 0.0360
H 4.2712 0.1726 -10.4300 0.0100 -0.0586 0.0068
H 3.7695 -1.9183 -9.1613 -0.0072 0.0255 -0.0108
H 6.4312 -4.1008 -11.3946 0.0264 0.0595 -0.0415
H 7.0677 -2.1107 -12.7601 -0.0374 -0.0222 0.0468
C -10.2949 1.8247 9.8433 0.0210 0.0495 0.0713
C -10.0514 0.4592 9.8617 -0.0277 0.1320 -0.0174
C -10.3906 -0.2820 8.7414 -0.2422 0.0707 -0.5359
N -10.9457 0.2430 7.6376 0.0646 0.4464 0.6289
C -11.1721 1.5662 7.6469 0.0388 -0.5632 -0.1318
C -10.8660 2.3942 8.7145 0.0600 -0.0620 0.0954
H -10.0421 2.4393 10.7004 -0.0137 -0.0407 -0.0572
H -9.6078 -0.0187 10.7261 -0.0177 0.0004 -0.0647
H -10.2166 -1.3527 8.7065 0.0367 0.0318 0.0496
H -11.6233 1.9640 6.7432 0.0110 0.0513 0.0516
H -11.0693 3.4567 8.6654 0.0001 -0.0584 -0.0230
C 4.4584 9.3709 3.0380 0.0230 0.0794 -0.0554
C 3.5216 9.4432 4.0579 0.0925 -0.0108 -0.0898
C 3.2366 8.2894 4.7695 0.1513 -0.6023 0.0324
N 3.8111 7.0998 4.5288 0.2680 0.6154 -0.4763
C 4.7150 7.0573 3.5325 -0.4116 -0.0606 0.5348
C 5.0704 8.1562 2.7670 -0.0548 0.0851 0.0464
H 4.7093 10.2532 2.4592 -0.0176 -0.0568 0.0354
H 3.0239 10.3751 4.2956 0.0108 -0.0624 0.0104
H 2.5134 8.2972 5.5786 0.0073 0.0559 -0.0370
H 5.1635 6.0847 3.3557 0.0397 0.0744 -0.0705
H 5.8066 8.0643 1.9784 -0.0403 -0.0322 0.0463
```
Forces are in eV/Å.

structure (SMILES): O=C1OC[C@H](Cc2ccccc2)O1.c1ccncc1.c1ccncc1.c1ccncc1.c1ccncc1.c1ccncc1.c1ccncc1.c1ccncc1.c1ccncc1
E_tot: -70716.9938 eV
2S+1: 1

These are the Löwdin partial charges, in e, on atoms 1 to 99: O 0.0905; C -0.3148; O -0.0498; C -0.0737; C -0.2574; C -0.0748; C -0.1642; C -0.0135; C -0.0650; C -0.0854; C -0.0753; C -0.0488; O -0.0092; H 0.1445; H 0.1423; H 0.1507; H 0.1307; H 0.1275; H 0.0933; H 0.0833; H 0.0909; H 0.0986; H 0.0922; C -0.1059; C -0.0850; C -0.1534; N 0.0689; C -0.1725; C -0.0640; H 0.0946; H 0.1024; H 0.0994; H 0.0825; H 0.1037; C -0.0705; C -0.0691; C -0.1508; N 0.0517; C -0.1548; C -0.0651; H 0.1061; H 0.1020; H 0.0570; H 0.0956; H 0.0678; C -0.0822; C -0.0806; C -0.1665; N 0.0460; C -0.1488; C -0.0663; H 0.0821; H 0.0978; H 0.0963; H 0.0601; H 0.1004; C -0.0826; C -0.0791; C -0.1551; N 0.0570; C -0.1544; C -0.0665; H 0.1018; H 0.0999; H 0.1021; H 0.0671; H 0.0909; C -0.1020; C -0.0782; C -0.1460; N 0.0444; C -0.1470; C -0.0753; H 0.0950; H 0.0995; H 0.1022; H 0.1044; H 0.1014; C -0.0805; C -0.0719; C -0.1417; N 0.0628; C -0.1444; C -0.0749; H 0.1057; H 0.1002; H 0.0943; H 0.1034; H 0.1017; C -0.0802; C -0.0707; C -0.1444; N 0.0534; C -0.1507; C -0.0757; H 0.1055; H 0.1027; H 0.1037; H 0.1029

---

Here is C50H52F9MgN6O4PS2 as an isolated structure from the Open Molecules 2025 dataset. Energies are from the ωB97M-V functional and the def2-TZVPD basis.

XYZ file:
```
125
Properties=species:S:1:pos:R:3:forces:R:3
Mg 0.3210 -0.0333 0.5486 0.3192 -0.3526 0.3601
C 2.3726 1.8418 -1.2262 -0.0439 -0.0447 -0.0251
C 2.4324 1.0277 0.0481 -0.0141 0.0387 -0.0975
C 3.0652 -0.2350 0.0421 0.0114 -0.0057 -0.0099
C 3.5601 -0.8021 -1.2630 0.0179 -0.0158 -0.0281
C 3.3788 -0.8698 1.2594 -0.0038 -0.0434 -0.1028
C 4.2092 -2.1293 1.2347 0.0156 -0.0208 0.0065
C 3.0603 -0.2506 2.4756 -0.0429 0.0424 0.0526
C 3.4169 -0.9029 3.7884 0.0016 -0.0134 -0.0150
C 2.4569 1.0180 2.4860 -0.0498 0.0160 0.0849
C 2.2623 1.7329 3.7963 0.0542 -0.0224 0.0378
C 2.0907 1.6326 1.2820 -0.1273 0.1349 -0.0898
C 1.3792 2.9699 1.2798 0.0049 0.0006 0.0047
H 2.2331 1.2321 -2.1145 0.0006 0.0146 0.0148
H 3.3256 2.3667 -1.3376 0.0053 0.0076 -0.0107
H 1.5868 2.5908 -1.2205 0.0022 -0.0104 0.0031
H 4.5174 -0.3410 -1.5232 -0.0111 0.0182 -0.0248
H 2.8745 -0.6115 -2.0856 -0.0176 -0.0265 -0.0263
H 3.7339 -1.8734 -1.2248 0.0107 -0.0296 0.0091
H 4.3007 -2.5947 2.2091 0.0051 0.0134 0.0069
H 5.2199 -1.8888 0.8967 0.0055 -0.0039 -0.0134
H 3.8313 -2.8844 0.5464 -0.0211 -0.0115 -0.0029
H 4.4678 -0.7253 4.0306 0.0025 0.0010 0.0219
H 3.2767 -1.9813 3.7561 -0.0113 -0.0106 0.0116
H 2.8155 -0.5201 4.6081 -0.0150 -0.0062 0.0081
H 1.4080 1.3512 4.3582 -0.0408 0.0325 -0.0509
H 2.1485 2.8032 3.6643 -0.0089 0.0286 0.0023
H 3.1284 1.5830 4.4392 0.0161 0.0190 -0.0240
H 2.0834 3.7973 1.1666 0.0097 -0.0024 -0.0004
H 0.8293 3.1330 2.2022 -0.0099 0.0023 0.0158
H 0.6663 3.0505 0.4576 0.0046 0.0038 0.0133
C -4.4622 1.0828 0.3914 -0.0226 0.0426 0.0010
N -3.7952 -0.1732 0.7270 0.0303 -0.0134 -0.0217
C -4.3109 -1.1599 1.5444 -0.0057 0.0106 0.0028
C -3.4206 -2.1662 1.5718 -0.0304 -0.0231 0.0084
N -2.3539 -1.7887 0.7597 -0.0885 0.1684 0.0442
C -2.5986 -0.5462 0.2498 0.0653 0.1535 -0.1500
S -1.6412 0.4166 -0.8074 -0.1370 0.0168 0.1631
C -1.3000 -2.6658 0.3983 0.0671 -0.1799 -0.0933
C -1.6069 -3.9916 0.1432 -0.0322 0.0420 -0.0025
C -0.5828 -4.8528 -0.2143 -0.0153 -0.0084 -0.0028
C 0.7005 -4.3498 -0.3342 0.0731 0.0313 -0.0093
C 0.9078 -3.0097 -0.0746 0.0098 0.0182 0.0008
N -0.0638 -2.1703 0.3149 0.0150 0.0785 -0.1222
H -5.2909 1.2254 1.0786 -0.0034 -0.0081 0.0050
H -4.8294 1.0443 -0.6327 0.0096 0.0004 -0.0045
H -3.7571 1.9046 0.4911 -0.0064 -0.0067 0.0037
H -5.2675 -1.0557 2.0243 -0.0221 -0.0066 0.0179
H -3.4419 -3.1109 2.0835 0.0013 -0.0155 0.0153
H -2.6311 -4.3321 0.1911 -0.0098 -0.0002 -0.0022
H -0.7955 -5.8922 -0.4237 0.0011 -0.0117 0.0034
H 1.5299 -4.9696 -0.6436 0.0063 -0.0144 -0.0053
H 1.8880 -2.5722 -0.1845 0.0280 0.0002 0.0186
C 1.6733 -0.9749 9.4047 0.0212 0.0322 -0.0306
C 0.5425 -0.1521 8.8016 -0.0085 0.0127 -0.0223
S 0.1693 -0.6892 7.1430 0.0072 0.1585 -0.1280
O 0.8611 0.1529 6.1836 0.0309 -0.0920 0.1126
O 0.3521 -2.1155 7.0247 -0.0639 -0.0684 0.0606
C -1.5745 -0.3508 6.9028 0.0842 0.0954 -0.0412
C -2.0301 -0.9946 5.5983 -0.0117 -0.1651 0.0702
N -1.6075 -0.2839 4.3847 -0.0171 -0.0895 -0.0010
C -0.6789 -0.7207 3.5127 0.0755 -0.0189 -0.1154
N -0.5746 0.1118 2.4729 -0.1004 0.0416 0.0727
C -1.4732 1.1225 2.6864 -0.0033 -0.0027 0.0316
C -2.1147 0.8825 3.8549 0.0225 0.0734 -0.0530
N -3.2164 1.6293 4.3936 -0.0726 -0.0284 -0.1215
O -3.6219 2.5416 3.7058 0.0237 -0.0007 0.0685
O -3.6779 1.2726 5.4598 0.0071 0.0691 0.0390
C 0.0859 -1.9861 3.6596 0.0610 0.0699 0.0044
H 1.8872 -0.5939 10.4014 0.0020 -0.0035 0.0025
H 2.5811 -0.8965 8.8092 0.0179 0.0120 -0.0078
H 1.3979 -2.0234 9.4796 -0.0136 -0.0157 0.0063
H 0.7977 0.9032 8.7101 -0.0298 0.0185 -0.0042
H -0.3797 -0.2405 9.3767 -0.0091 -0.0604 0.0282
H -1.7022 0.7296 6.9061 -0.0612 0.0114 0.0039
H -2.1418 -0.7758 7.7292 0.0383 -0.0854 0.0177
H -3.1141 -1.0778 5.5866 0.0485 0.0612 0.0168
H -1.6088 -1.9975 5.5345 -0.0532 -0.0006 -0.0096
H -1.6249 1.9379 1.9991 -0.0008 0.0127 0.0082
H -0.5606 -2.8564 3.5239 -0.0183 -0.0104 0.0025
H 0.5491 -2.0569 4.6428 -0.0029 -0.0261 0.0134
H 0.8682 -2.0119 2.9038 -0.0048 -0.0117 0.0080
F 2.5514 4.7039 -8.7589 -0.0287 0.0258 0.0283
C 1.7665 5.3662 -7.8911 -0.0024 0.0148 -0.0260
F 2.4916 6.3628 -7.3681 -0.0263 -0.0294 -0.0027
F 0.7664 5.9145 -8.5993 0.0455 -0.0231 0.0333
C 1.2332 4.4314 -6.8337 0.0198 0.0270 -0.0051
C 0.4314 3.3693 -7.2409 0.0139 0.0042 -0.0005
C -0.0596 2.4848 -6.3011 -0.0451 -0.0203 0.0253
C 0.2419 2.6542 -4.9481 0.0841 -0.0657 -0.0642
C 1.0365 3.7252 -4.5559 -0.0006 -0.0232 -0.0053
C 1.5371 4.6171 -5.4971 0.0016 -0.0011 -0.0249
P -0.3346 1.4940 -3.6661 -0.0269 0.1805 -0.0574
C 0.6079 -0.0341 -4.0312 -0.1671 -0.1298 0.0827
C 0.1847 -1.2241 -3.4156 0.0823 0.0556 -0.1329
C 0.9261 -2.3809 -3.5365 0.0231 0.0118 -0.0199
C 2.1269 -2.3653 -4.2404 -0.0002 -0.0494 0.0531
C 2.5556 -1.2077 -4.8605 -0.0106 0.0383 -0.0085
C 1.7896 -0.0474 -4.7619 0.0328 0.0471 -0.0190
C 2.9453 -3.6251 -4.2560 0.0593 -0.0423 0.1020
F 2.2944 -4.6463 -4.8273 0.0009 0.0295 -0.0043
F 3.2129 -4.0177 -2.9739 -0.0198 0.0366 -0.0841
F 4.1174 -3.4774 -4.8711 -0.0488 -0.0041 0.0032
C -2.0397 1.1127 -4.2140 0.0339 -0.0946 0.0816
C -2.4340 -0.0433 -4.8774 -0.0201 0.0365 -0.0532
C -3.7794 -0.2919 -5.1223 0.0240 0.0068 0.0074
C -4.7327 0.6227 -4.7097 -0.0056 0.0247 0.0130
C -4.3502 1.8047 -4.0848 -0.0209 -0.0122 -0.0293
C -3.0124 2.0400 -3.8328 0.0266 -0.0166 0.0185
C -6.1982 0.3187 -4.8634 -0.0527 -0.0299 0.0188
F -6.6978 -0.1609 -3.6959 0.0206 0.0344 -0.0732
F -6.9101 1.4103 -5.1698 0.0371 -0.0481 0.0130
F -6.4320 -0.6074 -5.7992 0.0083 0.0458 0.0419
H 0.1977 3.2410 -8.2895 -0.0044 0.0009 -0.0115
H -0.6874 1.6603 -6.6167 0.0016 0.0008 -0.0112
H 1.2667 3.8687 -3.5069 -0.0082 0.0171 0.0066
H 2.1535 5.4505 -5.1922 0.0086 0.0080 -0.0005
H -0.7475 -1.2385 -2.8674 -0.0183 -0.0210 0.0200
H 0.5768 -3.3045 -3.0932 -0.0034 -0.0196 0.0240
H 3.4799 -1.2014 -5.4216 0.0135 0.0015 -0.0008
H 2.1255 0.8531 -5.2618 0.0134 -0.0139 0.0055
H -1.6980 -0.7615 -5.2135 0.0059 -0.0178 0.0067
H -4.0814 -1.1932 -5.6376 -0.0061 -0.0134 -0.0006
H -5.0983 2.5311 -3.7962 -0.0153 0.0069 0.0035
H -2.7169 2.9520 -3.3261 0.0025 0.0039 0.0120
```
Forces are in eV/Å.

E_tot: -130677.3547 eV
2S+1: 1
net charge: +2

These are the Löwdin partial charges, in e, on atoms 1 to 99: Mg 0.5907; C -0.0269; C -0.2425; C -0.2027; C -0.0111; C -0.1749; C -0.0101; C -0.1630; C -0.0231; C -0.1742; C -0.0129; C -0.2302; C -0.0235; H 0.0480; H 0.1210; H 0.0560; H 0.1229; H 0.0593; H 0.0670; H 0.0739; H 0.1147; H 0.0711; H 0.1150; H 0.0783; H 0.0588; H 0.0627; H 0.0828; H 0.1000; H 0.1148; H 0.0735; H 0.0774; C 0.0085; N -0.0906; C 0.0006; C -0.0115; N 0.0144; C -0.6383; S 0.7372; C -0.2539; C 0.0380; C 0.0037; C -0.0099; C -0.0831; N 0.0804; H 0.1057; H 0.1031; H 0.0814; H 0.1434; H 0.1369; H 0.1303; H 0.1329; H 0.1280; H 0.0850; C -0.0998; C -0.2795; S 0.6724; O -0.3260; O -0.3033; C -0.1952; C -0.1176; N 0.0781; C -0.2910; N 0.0665; C -0.0341; C -0.1198; N -0.3201; O 0.1194; O 0.1093; C 0.0367; H 0.0906; H 0.0863; H 0.0811; H 0.1101; H 0.1074; H 0.1096; H 0.1242; H 0.1348; H 0.1196; H 0.1261; H 0.1044; H 0.0724; H 0.0728; F 0.1525; C -0.5885; F 0.1484; F 0.1558; C -0.1032; C 0.0104; C -0.0585; C -0.3841; C -0.0817; C 0.0056; P 1.0561; C -0.3692; C -0.1183; C -0.0188; C -0.1276; C 0.0104; C -0.0534

---

> Which formula does entry 1 have?

C50H50N8O3